1.
{"formula": "C11H13Br2NO9P2V", "method": "ωB97M-V/def2-TZVPD", "lumo_energy_ev": [-0.129, -0.168], "spin_multiplicity": 4, "total_charge": 0, "e_tot_ev": -215894.2842, "gap_ev": [7.768, 9.407], "elements": ["V", "Br", "C", "Br", "H", "H", "C", "C", "O", "P", "O", "O", "O", "P", "O", "O", "O", "H", "H", "H", "H", "H", "H", "H", "O", "C", "N", "C", "O", "C", "C", "C", "C", "C", "C", "H", "H", "H", "H"], "xyz": [[0.695, 1.008, 0.444], [3.291, 1.381, 0.559], [3.090, 1.303, 2.480], [1.252, 0.942, 2.973], [3.351, 2.267, 2.884], [3.686, 0.486, 2.845], [-2.284, 4.025, -1.806], [-1.584, 3.364, -0.628], [-1.964, 4.014, 0.607], [-2.115, 1.644, -0.384], [-3.671, 1.654, -0.056], [-2.023, 0.970, -1.770], [-1.333, 0.979, 0.733], [0.274, 3.430, -0.782], [0.637, 1.985, -1.526], [0.769, 4.571, -1.559], [0.723, 3.106, 0.634], [-3.358, 4.081, -1.619], [-2.120, 3.459, -2.726], [-1.883, 5.028, -1.939], [-1.203, 4.005, 1.199], [-3.853, 1.841, 0.883], [-1.667, -0.001, -1.675], [0.822, 2.064, -2.464], [-1.066, -1.593, -1.226], [-0.141, -1.895, -0.477], [0.767, -1.057, 0.159], [1.677, -1.939, 0.816], [2.630, -1.638, 1.495], [1.280, -3.368, 0.567], [1.844, -4.552, 0.983], [1.209, -5.730, 0.590], [0.055, -5.697, -0.192], [-0.492, -4.484, -0.607], [0.153, -3.336, -0.202], [2.743, -4.562, 1.591], [1.617, -6.687, 0.895], [-0.422, -6.628, -0.480], [-1.389, -4.442, -1.219]]}

2.
{"formula": "CH2FNO2", "method": "ωB97M-V/def2-TZVPD", "lumo_energy_ev": [-2.396, -2.396], "total_charge": 0, "e_tot_ev": -9362.7781, "gap_ev": [7.684, 7.685], "elements": ["C", "N", "O", "O", "F", "H", "H"], "xyz": [[0.097, 0.329, -0.041], [0.961, 1.251, -0.012], [0.907, 2.452, 0.175], [2.735, 0.052, -0.314], [2.575, -1.105, 0.286], [0.109, -0.745, -0.106], [-0.902, 0.636, -0.050]]}

3.
{"formula": "C19H25Cl3F3LiN2O11PS3", "method": "ωB97M-V/def2-TZVPD", "lumo_energy_ev": -3.953, "total_charge": 1, "e_tot_ev": -133311.9590, "gap_ev": 7.055, "elements": ["C", "P", "O", "C", "C", "C", "C", "C", "S", "C", "S", "N", "C", "C", "N", "C", "C", "O", "O", "C", "O", "H", "H", "H", "H", "H", "H", "H", "H", "H", "H", "H", "H", "H", "O", "H", "H", "C", "C", "O", "S", "O", "O", "O", "H", "H", "H", "H", "C", "Cl", "Cl", "Cl", "H", "Li", "C", "C", "O", "C", "O", "C", "F", "F", "F", "H", "H", "H", "H", "H"], "xyz": [[7.485, -0.283, 2.912], [5.691, 0.386, 3.058], [4.633, -0.978, 3.342], [5.348, 1.231, 1.370], [4.762, 2.585, 1.170], [4.226, 3.727, 2.218], [3.553, 3.109, 3.605], [2.400, 2.032, 3.161], [1.524, 1.209, 4.646], [0.412, -0.084, 3.786], [-0.072, -1.554, 4.490], [-0.016, 0.277, 2.350], [0.772, -0.149, 1.094], [-0.010, 0.494, -0.200], [-1.194, 1.187, 0.437], [-1.235, 1.091, 1.947], [4.778, 2.648, -0.479], [4.709, 3.858, -1.095], [4.922, 1.307, -1.083], [5.654, 0.518, -0.076], [6.352, -0.571, -0.414], [7.646, -1.266, 3.563], [7.738, -0.599, 1.800], [8.292, 0.546, 3.202], [5.225, -1.784, 3.415], [3.351, 4.321, 1.665], [5.036, 4.557, 2.475], [4.354, 2.703, 4.355], [3.039, 4.039, 4.139], [1.523, 2.544, 2.546], [2.809, 1.118, 2.519], [1.780, -0.787, 1.124], [0.347, 0.389, -1.310], [-2.001, 1.527, 2.738], [2.146, 2.846, -2.378], [1.690, 3.323, -3.087], [3.062, 3.155, -2.439], [-6.617, 1.747, 3.816], [-5.838, 0.962, 2.764], [-4.507, 1.470, 2.829], [-4.185, 1.917, 4.364], [-3.469, 0.837, 5.008], [-3.709, 3.280, 4.353], [-5.720, 1.907, 4.914], [-6.885, 2.742, 3.447], [-7.521, 1.222, 4.136], [-6.250, 1.088, 1.760], [-5.805, -0.104, 3.012], [-1.091, -3.098, -1.585], [-2.825, -3.452, -1.508], [-0.734, -1.557, -0.785], [-0.155, -4.411, -0.850], [-0.802, -3.015, -2.636], [-1.121, 3.295, -0.086], [-3.429, -5.502, -7.849], [-3.282, -4.000, -8.006], [-4.162, -3.308, -7.108], [-3.734, -3.199, -5.810], [-2.670, -3.655, -5.399], [-4.739, -2.405, -4.977], [-6.027, -2.802, -5.186], [-4.701, -1.072, -5.262], [-4.524, -2.513, -3.635], [-4.474, -5.802, -7.975], [-2.817, -6.030, -8.586], [-3.124, -5.828, -6.850], [-3.572, -3.709, -9.021], [-2.245, -3.676, -7.862]]}

4.
{"formula": "C7H12ClNO11P2RuS", "method": "ωB97M-V/def2-TZVPD", "lumo_energy_ev": [-9.970, -10.249], "total_charge": 2, "e_tot_ev": -75962.3303, "gap_ev": [6.268, 5.982], "elements": ["Ru", "C", "C", "O", "P", "O", "O", "O", "P", "O", "O", "O", "H", "H", "H", "H", "H", "H", "H", "O", "Cl", "O", "O", "O", "S", "C", "N", "C", "C", "C", "C", "H", "H", "H", "H", "H"], "xyz": [[-0.080, -0.269, 0.424], [-3.038, -0.577, -3.519], [-2.627, -0.526, -2.054], [-3.715, -0.178, -1.245], [-1.757, -2.076, -1.571], [-1.045, -2.723, -2.799], [-2.956, -3.012, -1.240], [-0.809, -1.963, -0.360], [-1.251, 0.738, -1.860], [-1.473, 1.830, -2.955], [-0.023, -0.134, -2.047], [-1.351, 1.252, -0.420], [-3.675, -1.440, -3.711], [-2.174, -0.636, -4.179], [-3.618, 0.314, -3.752], [-3.566, -0.290, -0.295], [-0.138, -2.459, -3.006], [-2.816, -3.920, -0.938], [-1.817, 2.690, -2.674], [-1.123, 0.830, 3.988], [-0.735, 0.303, 2.764], [-1.832, -0.138, 1.901], [0.031, 1.285, 1.916], [0.198, -0.822, 2.831], [2.069, -0.717, -0.101], [2.857, 0.296, 1.122], [3.266, -0.278, 2.276], [3.855, 0.410, 3.266], [4.086, 1.760, 3.116], [3.703, 2.378, 1.935], [3.092, 1.638, 0.924], [3.091, -1.269, 2.411], [4.125, -0.142, 4.155], [4.566, 2.314, 3.910], [3.876, 3.438, 1.797], [2.803, 2.095, -0.011]]}

5.
{"formula": "C29H25F5N13OSTi", "method": "ωB97M-V/def2-TZVPD", "lumo_energy_ev": -9.656, "total_charge": 3, "e_tot_ev": -99414.2050, "gap_ev": 6.847, "elements": ["Ti", "C", "N", "C", "C", "N", "C", "C", "C", "C", "C", "C", "N", "C", "N", "C", "C", "C", "C", "C", "C", "N", "H", "H", "H", "H", "H", "H", "H", "H", "H", "H", "H", "H", "H", "H", "H", "N", "N", "C", "N", "S", "H", "H", "H", "H", "H", "N", "C", "N", "C", "N", "C", "C", "N", "C", "C", "N", "H", "H", "H", "H", "H", "F", "C", "C", "F", "C", "F", "C", "O", "C", "F", "C", "F"], "xyz": [[14.901, -0.252, 11.675], [16.235, -1.601, 14.097], [16.722, -0.604, 13.129], [17.109, 0.675, 13.746], [16.082, 1.731, 13.447], [15.084, 1.556, 12.586], [14.342, 2.730, 12.600], [13.172, 3.098, 11.937], [12.659, 4.351, 12.202], [13.291, 5.237, 13.082], [14.450, 4.895, 13.748], [14.954, 3.626, 13.500], [16.049, 2.953, 14.005], [14.902, -1.098, 14.526], [14.108, -0.572, 13.606], [13.016, -0.054, 14.288], [11.890, 0.628, 13.837], [11.002, 1.081, 14.793], [11.212, 0.861, 16.160], [12.306, 0.155, 16.619], [13.203, -0.297, 15.664], [14.404, -0.972, 15.768], [16.913, -1.747, 14.952], [16.112, -2.557, 13.567], [17.534, -0.994, 12.650], [18.086, 0.996, 13.357], [17.232, 0.574, 14.836], [12.675, 2.430, 11.245], [11.740, 4.652, 11.722], [12.860, 6.212, 13.249], [14.937, 5.581, 14.426], [16.693, 3.331, 14.689], [11.725, 0.779, 12.778], [10.125, 1.629, 14.478], [10.503, 1.250, 16.875], [12.470, -0.008, 17.673], [14.793, -1.322, 16.635], [14.624, -3.823, 12.338], [13.289, -3.948, 12.781], [12.366, -3.039, 12.481], [11.128, -3.157, 12.955], [12.702, -1.741, 11.425], [14.634, -3.717, 11.317], [15.122, -4.681, 12.567], [13.027, -4.797, 13.275], [10.802, -3.986, 13.433], [10.429, -2.495, 12.653], [17.964, 2.824, 10.066], [17.990, 1.643, 10.700], [16.804, 1.062, 10.602], [16.086, 1.941, 9.839], [16.775, 3.017, 9.522], [14.770, 1.647, 9.317], [14.359, 2.283, 8.133], [13.249, 1.945, 7.523], [12.507, 1.004, 8.069], [12.867, 0.396, 9.271], [14.011, 0.700, 9.899], [18.694, 3.516, 9.939], [18.868, 1.230, 11.160], [14.977, 3.052, 7.686], [11.601, 0.730, 7.543], [12.214, -0.354, 9.696], [18.657, -2.396, 6.267], [17.935, -2.169, 7.344], [18.568, -1.886, 8.559], [19.886, -1.814, 8.631], [17.802, -1.653, 9.692], [18.385, -1.347, 10.878], [16.404, -1.668, 9.661], [15.663, -1.442, 10.730], [15.798, -1.906, 8.420], [14.452, -1.823, 8.413], [16.537, -2.175, 7.274], [15.928, -2.406, 6.127]]}

Result set for energy relative to the best compared isomer or geometry (same formula, charge and spin): 0.256; 7.421; 11.791; 0.904; 0.000 eV, one per record in the order listed.